[1]
The following is a quantum chemistry calculation of a 18-piece molecular cluster, C78H186N6O30 overall at a distorted geometry, from the Open Molecules 2025 dataset.

## Properties
Energy relative to the best compared isomer or geometry (same formula, charge and spin)   465.4 kJ/mol
E_HOMO   -7.53 eV
LUMO energy   0.13 eV
M   1688.36 g/mol
Orbital gap   7.657 eV

Last column: Löwdin charge in e.
Atoms and positions in Å:
C1 -4.63 -17.03 4.25  -0.205
C2 -3.25 -16.64 4.73  -0.220
O1 -2.24 -17.40 4.08  -0.072
O2 -4.57 -16.71 2.84  -0.082
H1 -5.30 -16.24 4.59  0.116
H2 -5.11 -17.97 4.52  0.115
H3 -3.40 -16.85 5.79  0.113
H4 -3.11 -15.56 4.69  0.124
H5 -1.46 -17.09 4.56  0.023
H6 -3.69 -16.88 2.51  0.033
C3 -2.39 -21.58 1.77  -0.196
C4 -1.76 -20.13 1.87  -0.201
O3 -2.77 -19.15 1.98  -0.068
O4 -3.60 -21.86 1.04  -0.080
H7 -2.71 -21.87 2.78  0.104
H8 -1.57 -22.26 1.55  0.109
H9 -1.22 -19.92 0.94  0.069
H10 -0.95 -20.16 2.60  0.112
H11 -2.65 -18.52 2.70  0.031
H12 -4.34 -21.25 1.13  0.035
C5 -2.01 -15.20 -4.97  -0.220
C6 -2.06 -15.95 -6.27  -0.206
O5 -2.01 -15.12 -7.46  -0.076
O6 -3.33 -14.84 -4.50  -0.084
H13 -1.43 -14.30 -5.15  0.106
H14 -1.58 -15.77 -4.15  0.118
H15 -2.86 -16.69 -6.24  0.112
H16 -1.17 -16.56 -6.46  0.107
H17 -2.89 -14.86 -7.77  0.076
H18 -3.26 -14.58 -3.58  0.033
C7 2.95 -14.18 -4.25  -0.270
C8 3.28 -12.93 -3.38  -0.167
O7 2.45 -12.86 -2.17  -0.094
O8 3.16 -15.33 -3.53  -0.060
H19 3.72 -14.13 -5.02  0.113
H20 2.04 -14.11 -4.84  0.117
H21 3.23 -11.99 -3.93  0.117
H22 4.32 -13.08 -3.07  0.111
H23 2.79 -13.56 -1.61  0.054
H24 3.11 -16.13 -4.05  0.036
C9 -1.87 -20.11 -1.88  -0.189
C10 -0.53 -20.91 -1.73  -0.226
O9 -0.30 -21.90 -2.71  -0.062
O10 -1.85 -19.34 -3.07  -0.095
H25 -1.95 -19.53 -0.96  0.093
H26 -2.76 -20.67 -2.16  0.118
H27 -0.48 -21.30 -0.71  0.096
H28 0.39 -20.34 -1.72  0.115
H29 -0.95 -22.61 -2.66  0.091
H30 -1.65 -19.92 -3.81  0.076
C11 0.94 -18.67 4.68  -0.265
C12 1.16 -17.29 5.14  -0.200
O11 -0.07 -16.58 5.30  -0.075
O12 0.24 -19.39 5.67  -0.036
H31 1.78 -19.31 4.39  0.133
H32 0.35 -18.55 3.77  0.106
H33 1.81 -16.68 4.51  0.116
H34 1.65 -17.47 6.10  0.131
H35 -0.09 -15.88 5.95  0.047
H36 -0.67 -19.10 5.62  0.077
C13 1.09 -19.07 -4.59  -0.249
C14 2.49 -18.64 -4.28  -0.208
O13 2.89 -17.54 -5.11  -0.076
O14 0.96 -19.06 -6.00  -0.048
H37 0.40 -18.46 -4.01  0.112
H38 0.94 -20.12 -4.35  0.120
H39 3.20 -19.43 -4.50  0.126
H40 2.59 -18.60 -3.20  0.122
H41 3.17 -17.76 -6.00  0.114
H42 1.11 -18.13 -6.19  0.066
C15 4.58 -16.48 -0.83  -0.198
C16 3.19 -16.61 -0.10  -0.186
O15 2.97 -17.98 0.12  -0.108
O16 5.68 -16.63 0.04  -0.068
H43 4.52 -15.43 -1.11  0.102
H44 4.63 -17.15 -1.68  0.124
H45 2.32 -16.34 -0.70  0.112
H46 3.10 -16.07 0.84  0.106
H47 3.08 -18.15 1.06  0.070
H48 6.46 -16.32 -0.42  0.105
C17 -0.36 -11.20 -4.16  -0.237
C18 -1.12 -11.96 -3.05  -0.266
O17 -0.53 -13.13 -2.61  -0.055
O18 -1.16 -10.31 -4.94  -0.054
H49 0.17 -11.77 -4.92  0.113
H50 0.53 -10.76 -3.73  0.109
H51 -2.06 -12.30 -3.49  0.110
H52 -1.57 -11.32 -2.29  0.099
H53 0.26 -12.83 -2.15  0.048
H54 -1.69 -10.88 -5.50  0.085
C19 -4.77 -13.74 -1.06  -0.241
C20 -6.15 -13.84 -1.80  -0.229
O19 -6.14 -13.31 -3.10  -0.056
O20 -3.87 -14.59 -1.63  -0.049
H55 -4.88 -13.92 0.01  0.115
H56 -4.50 -12.69 -0.97  0.099
H57 -6.91 -13.49 -1.10  0.113
H58 -6.43 -14.87 -2.04  0.100
H59 -5.60 -13.79 -3.72  0.069
H60 -3.40 -15.10 -0.96  0.048
C21 5.45 -19.98 0.87  -0.182
C22 5.15 -19.47 2.33  -0.223
O21 4.63 -18.15 2.37  -0.078
O22 4.16 -20.44 0.47  -0.093
H61 6.08 -20.87 0.78  0.120
H62 5.80 -19.13 0.29  0.102
H63 6.15 -19.43 2.75  0.106
H64 4.56 -20.17 2.92  0.123
H65 5.29 -17.71 1.82  0.051
H66 3.62 -19.72 0.14  0.034
C23 -0.69 -16.30 -0.23  -0.194
C24 -1.90 -16.01 0.69  -0.262
O23 -3.07 -16.57 0.32  -0.056
O24 -0.04 -17.41 0.33  -0.053
H67 -0.25 -15.30 -0.16  0.101
H68 -0.75 -16.43 -1.31  0.128
H69 -2.22 -15.00 0.43  0.092
H70 -1.80 -16.00 1.77  0.130
H71 -2.97 -17.52 0.26  0.090
H72 0.89 -17.51 0.09  0.036
C25 -0.29 -12.97 5.57  -0.052
C26 -1.13 -12.91 6.84  -0.439
C27 -2.55 -12.51 6.37  -0.122
C28 -3.65 -12.87 7.32  -0.196
C29 -3.44 -14.26 7.90  -0.134
C30 -2.01 -14.63 8.39  -0.487
N1 -1.09 -14.33 7.32  -0.121
O25 0.18 -14.93 7.46  -0.013
C31 -1.81 -13.85 9.66  -0.060
C32 -1.90 -16.16 8.75  0.000
C33 -0.50 -11.87 7.80  -0.009
H73 -0.63 -13.67 4.80  0.088
H74 0.76 -13.26 5.60  0.073
H75 -0.17 -11.98 5.13  0.071
H76 -2.64 -11.43 6.25  0.113
H77 -2.90 -12.87 5.40  0.117
H78 -4.68 -12.83 6.97  0.095
H79 -3.66 -12.27 8.23  0.107
H80 -3.84 -14.93 7.14  0.101
H81 -4.13 -14.39 8.74  0.121
H82 -0.82 -14.05 10.08  0.088
H83 -1.97 -12.77 9.68  0.077
H84 -2.50 -14.20 10.43  0.093
H85 -1.42 -16.76 7.98  0.078
H86 -1.68 -16.24 9.82  0.078
H87 -2.85 -16.69 8.84  0.076
H88 0.30 -11.41 7.22  0.073
H89 0.02 -12.27 8.67  0.073
H90 -1.19 -11.05 8.03  0.091
H91 0.50 -14.33 8.13  0.102
C34 -8.65 -20.23 3.28  -0.017
C35 -7.68 -19.59 2.14  -0.389
C36 -8.19 -20.19 0.78  -0.117
C37 -9.67 -19.71 0.35  -0.177
C38 -9.55 -18.25 0.34  -0.149
C39 -9.00 -17.40 1.60  -0.436
N2 -7.81 -18.07 2.13  -0.103
O26 -7.26 -17.44 3.26  -0.035
C40 -8.61 -15.99 1.00  -0.029
C41 -10.11 -17.12 2.69  -0.026
C42 -6.17 -20.00 2.34  -0.023
H92 -8.45 -19.80 4.26  0.067
H93 -8.36 -21.26 3.50  0.071
H94 -9.70 -20.01 3.10  0.053
H95 -7.52 -19.83 0.01  0.096
H96 -8.04 -21.27 0.87  0.114
H97 -10.37 -20.11 1.08  0.096
H98 -9.99 -20.20 -0.57  0.092
H99 -10.57 -17.87 0.25  0.117
H100 -8.88 -17.97 -0.48  0.110
H101 -9.50 -15.46 0.68  0.083
H102 -8.27 -15.42 1.86  0.049
H103 -7.76 -15.99 0.32  0.078
H104 -10.70 -18.01 2.89  0.063
H105 -9.64 -16.78 3.62  0.070
H106 -10.83 -16.38 2.35  0.071
H107 -5.68 -19.54 3.19  0.059
H108 -5.56 -19.65 1.50  0.075
H109 -5.98 -21.05 2.58  0.084
H110 -6.46 -17.05 2.90  0.048
C43 5.43 -12.85 4.84  -0.026
C44 5.48 -13.46 3.47  -0.482
C45 4.47 -14.60 3.17  -0.133
C46 3.08 -14.06 2.86  -0.199
C47 3.12 -13.05 1.75  -0.123
C48 4.00 -11.83 2.15  -0.456
N3 5.31 -12.41 2.46  -0.127
O27 6.33 -11.45 2.52  0.001
C49 4.10 -10.85 0.90  -0.006
C50 3.26 -11.13 3.27  -0.040
C51 6.89 -14.17 3.18  -0.017
H111 6.34 -12.30 5.09  0.088
H112 5.67 -13.78 5.36  0.088
H113 4.48 -12.43 5.17  0.076
H114 4.90 -15.16 2.34  0.098
H115 4.23 -15.17 4.07  0.125
H116 2.68 -13.71 3.82  0.099
H117 2.64 -15.02 2.61  0.094
H118 2.12 -12.71 1.46  0.103
H119 3.59 -13.61 0.94  0.111
H120 3.23 -10.70 0.26  0.058
H121 4.26 -9.80 1.13  0.072
H122 4.92 -11.11 0.22  0.080
H123 3.84 -10.26 3.57  0.089
H124 2.48 -10.43 2.97  0.063
H125 2.85 -11.67 4.12  0.068
H126 7.78 -13.57 3.34  0.074
H127 6.99 -14.27 2.10  0.072
H128 6.94 -15.20 3.56  0.081
H129 6.17 -10.99 3.35  0.081
C52 -9.98 -12.56 4.28  -0.053
C53 -8.56 -12.36 4.82  -0.454
C54 -7.63 -13.23 3.87  -0.114
C55 -6.13 -12.93 4.06  -0.183
C56 -5.94 -11.46 3.77  -0.118
C57 -6.86 -10.51 4.61  -0.456
N4 -8.29 -10.89 4.64  -0.128
O28 -9.22 -10.08 5.29  0.004
C58 -6.27 -10.09 5.97  -0.016
C59 -6.87 -9.18 3.83  -0.057
C60 -8.64 -12.74 6.32  -0.022
H130 -10.71 -12.03 4.88  0.077
H131 -10.21 -13.61 4.07  0.081
H132 -10.14 -12.04 3.33  0.087
H133 -7.80 -14.28 4.09  0.108
H134 -7.89 -13.09 2.83  0.114
H135 -5.41 -13.54 3.52  0.110
H136 -5.96 -13.29 5.07  0.090
H137 -6.23 -11.46 2.72  0.118
H138 -4.94 -11.03 3.71  0.090
H139 -6.86 -10.44 6.82  0.071
H140 -5.27 -10.49 6.14  0.066
H141 -6.11 -9.01 6.01  0.076
H142 -7.52 -8.48 4.37  0.082
H143 -5.90 -8.69 3.85  0.068
H144 -7.09 -9.27 2.77  0.087
H145 -8.95 -13.78 6.39  0.088
H146 -9.37 -12.09 6.81  0.074
H147 -7.69 -12.65 6.85  0.065
H148 -9.06 -10.25 6.22  0.075
C61 -0.93 -8.86 4.49  -0.026
C62 -1.24 -8.87 2.97  -0.500
C63 0.07 -8.50 2.33  -0.145
C64 0.25 -8.76 0.80  -0.180
C65 -0.08 -10.16 0.45  -0.153
C66 -1.39 -10.73 1.14  -0.372
N5 -1.62 -10.16 2.50  -0.113
O29 -2.68 -10.77 3.21  -0.010
C67 -2.71 -10.39 0.29  0.008
C68 -1.09 -12.26 1.08  -0.028
C69 -2.27 -7.67 2.61  0.000
H149 -0.51 -7.88 4.72  0.082
H150 -0.21 -9.59 4.87  0.072
H151 -1.86 -8.85 5.06  0.073
H152 0.51 -7.52 2.50  0.125
H153 0.76 -9.19 2.83  0.091
H154 1.30 -8.65 0.56  0.105
H155 -0.25 -8.00 0.20  0.110
H156 0.89 -10.66 0.55  0.092
H157 -0.12 -10.23 -0.64  0.112
H158 -2.94 -11.04 -0.55  0.054
H159 -3.56 -10.18 0.94  0.067
H160 -2.49 -9.42 -0.17  0.072
H161 -1.98 -12.80 1.42  0.071
H162 -0.89 -12.57 0.05  0.066
H163 -0.23 -12.62 1.64  0.069
H164 -1.77 -6.74 2.86  0.070
H165 -3.12 -7.61 3.29  0.065
H166 -2.41 -7.56 1.53  0.072
H167 -3.43 -10.27 2.91  0.053
C70 -9.00 -20.60 -5.46  -0.045
C71 -8.74 -19.67 -4.28  -0.467
C72 -8.07 -20.53 -3.15  -0.142
C73 -6.61 -20.74 -3.24  -0.191
C74 -5.82 -19.48 -3.57  -0.121
C75 -6.39 -18.63 -4.75  -0.466
N6 -7.86 -18.48 -4.62  -0.089
O30 -8.31 -17.55 -5.63  -0.015
C76 -5.81 -17.17 -4.47  -0.031
C77 -5.93 -19.09 -6.11  -0.032
C78 -10.05 -19.04 -3.79  -0.039
H168 -9.20 -19.97 -6.32  0.082
H169 -9.77 -21.36 -5.33  0.088
H170 -8.11 -21.14 -5.79  0.065
H171 -8.45 -20.27 -2.16  0.084
H172 -8.44 -21.55 -3.22  0.119
H173 -6.47 -21.33 -4.14  0.108
H174 -6.26 -21.31 -2.38  0.117
H175 -4.78 -19.78 -3.69  0.105
H176 -5.79 -18.77 -2.74  0.109
H177 -6.12 -16.46 -5.23  0.076
H178 -6.00 -16.68 -3.52  0.068
H179 -4.72 -17.24 -4.55  0.065
H180 -6.16 -18.43 -6.95  0.082
H181 -4.84 -19.20 -6.12  0.083
H182 -6.47 -19.99 -6.42  0.067
H183 -10.65 -19.82 -3.33  0.084
H184 -10.65 -18.72 -4.64  0.079
H185 -9.88 -18.25 -3.06  0.087
H186 -9.18 -17.29 -5.33  0.081

[2]
The following is a quantum chemistry calculation of C20H30CaN2O21 as an isolated structure at a distorted geometry, from the Open Molecules 2025 dataset.

## Properties
Energy relative to the best compared isomer or geometry (same formula, charge and spin)   1316.9 kJ/mol
E_HOMO   -7.09 eV
LUMO energy   -4.37 eV
M   674.53 g/mol
Orbital gap   2.725 eV

Last column: Löwdin charge in e.
Atoms and positions in Å:
Ca1 1.29 0.47 -0.12  1.861
N1 3.61 1.66 4.24  -0.709
O1 4.19 1.85 5.31  -0.026
O2 3.12 0.60 3.95  -0.097
O3 3.56 2.45 3.31  -0.106
N2 -0.33 -1.37 -4.31  -0.671
O4 0.78 -1.70 -3.88  -0.123
O5 -0.95 -0.74 -3.46  -0.111
O6 -0.69 -1.58 -5.48  -0.021
C1 -8.11 -0.49 4.97  -0.016
C2 -6.78 -1.31 4.94  -0.263
C3 -6.65 -2.52 3.93  -0.121
O7 -5.40 -2.39 3.37  0.074
C4 -4.92 -1.14 3.56  -0.493
O8 -3.90 -0.70 3.06  0.118
O9 -5.75 -0.44 4.41  0.048
H1 -8.80 -1.12 5.53  0.079
H2 -8.52 -0.45 3.96  0.081
H3 -7.98 0.45 5.50  0.087
H4 -6.43 -1.47 5.96  0.146
H5 -7.49 -2.44 3.24  0.127
H6 -6.80 -3.48 4.42  0.133
C5 -6.66 6.62 2.18  -0.023
C6 -5.67 6.71 1.06  -0.319
C7 -4.63 7.83 1.19  -0.142
O10 -3.44 7.20 1.02  0.071
C8 -3.61 5.83 0.99  -0.528
O11 -2.67 5.07 0.73  0.112
O12 -4.87 5.56 1.00  0.126
H7 -7.21 7.56 2.14  0.094
H8 -6.21 6.38 3.14  0.100
H9 -7.42 5.86 1.99  0.087
H10 -6.18 6.86 0.10  0.156
H11 -4.79 8.35 2.14  0.131
H12 -4.75 8.59 0.42  0.136
C9 3.09 8.64 -6.48  -0.012
C10 3.91 7.80 -5.42  -0.255
C11 3.62 8.30 -3.96  -0.110
O13 3.57 7.08 -3.30  0.072
C12 3.36 6.04 -4.11  -0.550
O14 3.20 4.88 -3.73  0.110
O15 3.48 6.45 -5.35  0.103
H13 3.10 8.21 -7.48  0.079
H14 3.49 9.64 -6.62  0.077
H15 2.09 8.83 -6.08  0.077
H16 4.99 7.90 -5.59  0.148
H17 2.73 8.91 -3.82  0.128
H18 4.42 8.96 -3.62  0.132
C13 8.21 -6.53 -0.31  -0.011
C14 8.64 -5.10 -0.63  -0.327
C15 8.69 -4.57 -2.03  -0.093
O16 7.74 -3.56 -2.13  0.108
C16 7.28 -3.29 -0.95  -0.603
O17 6.41 -2.46 -0.72  0.113
O18 7.72 -4.20 -0.12  0.106
H19 7.21 -6.84 -0.62  0.092
H20 8.24 -6.64 0.77  0.087
H21 8.96 -7.22 -0.71  0.086
H22 9.57 -4.93 -0.08  0.153
H23 8.40 -5.38 -2.69  0.144
H24 9.62 -4.04 -2.25  0.145
C17 -1.93 -9.08 -0.78  -0.021
C18 -1.33 -8.51 0.47  -0.316
C19 0.00 -8.96 1.07  -0.105
O19 0.82 -7.84 1.10  0.102
C20 0.16 -6.82 0.58  -0.556
O20 0.60 -5.65 0.62  0.092
O21 -0.99 -7.20 0.11  0.106
H25 -2.91 -8.71 -1.08  0.091
H26 -2.02 -10.16 -0.78  0.086
H27 -1.29 -8.86 -1.63  0.096
H28 -2.07 -8.52 1.27  0.153
H29 0.41 -9.78 0.48  0.136
H30 -0.14 -9.35 2.07  0.136